No. 1
Density functional theory data (ωB97M-V/def2-TZVPD) for a molecular structure, C18H31Cl2N5P2S2V at a distorted geometry.

Geometry as XYZ:
```
61
Properties=species:S:1:pos:R:3:forces:R:3
V 0.0676 0.3715 0.2294 -0.7 -0.1 2.3
C -5.7128 1.8236 0.5426 0.1 -0.1 0.0
C -5.1397 0.4682 0.1393 0.0 0.2 0.1
N -4.0685 0.6244 -0.8350 0.0 0.1 -0.1
C -2.7938 0.8614 -0.5180 0.4 0.0 0.3
S -2.1564 0.3362 1.0255 -0.5 -0.2 0.1
N -2.0387 1.4990 -1.3843 -0.7 0.2 -0.8
N -0.7396 1.5707 -1.0558 -0.3 1.5 -1.1
C -0.0024 2.4531 -1.6775 -1.1 -0.2 -0.2
C -0.5878 3.3408 -2.7231 0.2 0.0 0.1
C 1.3810 2.4225 -1.2730 0.7 0.0 0.1
C 2.3871 3.2513 -1.7763 -0.3 -0.1 0.0
C 3.6871 3.0709 -1.3551 0.1 -0.2 0.2
C 3.9685 2.0489 -0.4517 0.0 0.1 -0.2
C 2.9254 1.2861 0.0256 0.1 0.0 0.1
N 1.6587 1.4778 -0.3456 1.0 0.8 -0.5
H -6.5177 1.6961 1.2651 0.0 0.0 0.0
H -6.1016 2.3546 -0.3264 0.0 0.0 0.0
H -4.9343 2.4373 0.9983 0.0 0.0 0.0
H -5.9092 -0.1653 -0.3005 0.0 0.0 0.0
H -4.7245 -0.0410 1.0068 -0.1 -0.1 0.0
H -4.3349 0.9379 -1.7584 0.1 0.1 0.0
H -1.5788 3.6632 -2.4098 0.0 0.0 0.0
H -0.7147 2.7794 -3.6512 0.0 0.0 0.0
H 0.0345 4.2098 -2.9193 0.0 0.0 0.0
H 2.1343 4.0133 -2.4980 0.0 0.0 0.0
H 4.4791 3.7066 -1.7249 0.0 0.0 -0.1
H 4.9816 1.8469 -0.1378 0.0 0.0 0.1
H 3.0995 0.4876 0.7381 0.0 0.0 0.0
C 1.9947 -2.2997 2.2804 0.0 0.2 -0.3
P 0.6127 -1.1091 2.1435 0.3 -0.4 1.2
C -0.7228 -2.1448 2.8488 0.0 0.1 -0.1
C 0.9505 0.0338 3.5608 -0.1 -0.1 -0.1
C -0.0445 1.1990 3.5522 0.1 -0.1 -0.1
P 0.0674 2.0631 1.9287 0.0 1.0 1.5
C -1.2373 3.3381 2.0115 0.1 -0.1 -0.2
C 1.5374 3.1264 2.2068 -0.1 -0.1 -0.2
H 1.9971 -2.7478 3.2738 0.0 0.0 0.0
H 2.9539 -1.8157 2.0986 0.0 0.0 0.0
H 1.8565 -3.0838 1.5352 0.0 0.0 0.0
H -0.4173 -2.5134 3.8285 0.0 0.0 0.0
H -0.8985 -2.9913 2.1877 0.0 0.0 0.0
H -1.6501 -1.5823 2.9396 0.0 0.0 0.0
H 1.9718 0.4076 3.4372 0.0 0.0 0.1
H 0.9036 -0.5231 4.4991 0.1 0.0 0.0
H 0.1603 1.9079 4.3571 -0.1 0.0 0.0
H -1.0649 0.8263 3.6713 0.0 0.1 0.0
H -1.0200 4.0404 2.8158 0.0 0.0 0.0
H -2.2068 2.8742 2.1707 0.0 0.0 0.0
H -1.2514 3.8744 1.0605 -0.1 0.0 0.0
H 1.3847 3.7491 3.0878 0.0 0.0 0.0
H 1.6782 3.7729 1.3388 0.1 0.0 0.0
H 2.4365 2.5261 2.3352 0.0 0.0 0.0
S 2.0110 -1.9322 -3.1627 0.1 0.0 -0.1
C 1.2872 -1.2735 -1.9287 0.0 0.0 0.2
N 0.7435 -0.7829 -0.9882 1.0 -2.0 -2.0
Cl -1.4092 -2.4833 -0.5774 -0.3 -0.7 -0.3
C -2.7497 -3.6545 -0.5457 0.1 0.1 0.1
Cl -4.3238 -2.8553 -0.5187 -0.1 0.0 0.0
H -2.6605 -4.2529 0.3538 0.0 0.0 0.0
H -2.6907 -4.2591 -1.4429 0.0 0.0 0.0
```
Forces are in eV/Å.

The total charge is +1. The calculation puts the highest occupied orbital energy (alpha / beta) at -10.4 / -10.8 eV. As for the HOMO-LUMO gap (alpha / beta): 0.25896 / 0.25830 Ha. The spin multiplicity is 3. The value obtained for the LUMO energy (alpha / beta) is -0.1231 / -0.1383 Ha. As for the expectation value of S²: 2.030.



No. 2
Density functional theory data (ωB97M-V/def2-TZVPD) for a molecular structure, C18H31F6N6O6RuS3 at a distorted geometry.

Geometry as XYZ:
```
71
Properties=species:S:1:pos:R:3:forces:R:3
Ru -0.1311 -0.2810 0.4217 0.1 -0.4 0.4
C -1.9386 0.7218 -2.0852 -1.2 1.1 -2.1
C -2.7531 0.8856 -0.8441 0.4 -0.8 1.4
N -2.4257 -0.2834 0.0627 -1.4 -0.9 -0.6
C -3.0852 -1.6368 -0.2308 0.2 0.8 0.5
C -2.3816 -2.4460 -1.3025 0.8 1.9 -1.1
S -0.5148 -2.3320 -1.2668 -0.8 -0.2 0.2
C -0.1139 -1.4696 -2.8037 2.4 -1.0 0.5
C 0.3693 -0.0437 -2.6150 2.5 -0.7 -1.7
N -0.4960 0.6764 -1.7848 -2.3 -0.6 0.8
H -2.1794 1.6410 -2.7199 0.3 -1.1 0.5
H -2.3973 -0.1382 -2.6387 1.2 0.6 0.3
H -3.8244 1.0864 -1.0006 0.2 -0.6 -0.3
H -2.4107 1.7942 -0.3700 0.3 0.2 0.6
H -2.7267 -0.1206 0.9963 -0.3 0.7 0.8
H -4.1426 -1.5017 -0.5157 0.3 0.1 0.0
H -3.0945 -2.2119 0.7074 0.2 0.4 -0.2
H -2.6968 -2.0202 -2.2849 0.3 -0.8 0.5
H -2.6254 -3.4778 -1.2414 -0.3 -0.8 0.0
H -0.9161 -1.5026 -3.4606 -1.7 -0.2 -1.1
H 0.6758 -2.1264 -3.2581 -0.5 0.9 0.3
H 0.4889 0.3852 -3.6833 0.0 -0.4 1.4
H 1.3915 -0.0570 -2.0802 -1.3 0.0 -1.1
H -0.1955 1.5992 -1.6374 0.6 1.5 0.4
C -0.8119 2.1713 2.6142 3.3 1.1 2.7
O 0.4666 2.5330 1.9467 -2.7 -1.5 0.8
C 0.7247 1.6592 0.9123 0.0 0.4 -0.1
C 1.9872 2.0854 0.2883 -0.2 0.4 -1.5
H -0.9126 1.1464 3.0359 0.6 0.3 -0.8
H -1.6811 2.4459 2.1231 -1.5 0.5 -1.7
H -0.7309 2.8352 3.5039 -0.4 -0.4 -0.3
H 2.1231 1.4672 -0.6081 0.4 0.1 0.1
H 2.8828 2.0304 0.8956 0.3 -0.1 0.3
H 1.8977 3.1351 -0.0815 0.1 -0.3 0.2
N 0.5922 -2.5042 3.7194 0.8 -1.1 0.9
C -0.1987 -2.9731 2.7356 0.2 -0.1 -0.4
N -0.3778 -4.3339 2.6241 -1.8 1.3 0.1
O -0.7597 -2.1834 1.9933 -1.2 1.0 -1.2
H 1.1806 -3.1757 4.1758 0.0 -0.4 0.3
H 1.1061 -1.6640 3.5755 -0.2 0.8 -0.5
H 0.4714 -4.7929 2.5518 2.1 -1.5 0.0
H -0.9982 -4.5812 1.8553 0.3 0.2 0.3
C 0.0178 5.8817 1.0905 -0.6 -1.7 3.0
C -0.9084 5.3327 0.0580 -1.7 0.9 1.4
C -2.3327 5.2978 0.2377 2.7 -0.8 -0.1
C -3.0610 4.5377 -0.6455 -1.5 0.9 -0.1
N -2.6001 4.1012 -1.7996 2.1 0.2 -1.4
C -1.2872 4.3943 -2.0814 -1.8 -0.6 2.4
C -0.4144 4.8950 -1.1254 0.0 -0.3 -1.6
H 0.4361 6.8070 0.8994 1.0 1.9 -1.2
H 0.8333 5.1763 1.4046 -0.7 0.4 -0.7
H -0.4831 6.1057 2.0768 0.0 -0.5 -1.0
H -2.7357 5.7217 1.1202 -0.5 0.2 0.7
H -4.1518 4.4058 -0.5037 0.7 -0.1 0.1
H -0.9016 4.1031 -3.0018 0.3 -0.5 -1.7
H 0.6344 4.9807 -1.3671 0.1 0.0 0.1
F 5.4829 -2.5551 0.0878 0.6 -0.3 0.7
C 4.7032 -1.6738 0.6840 -1.8 0.1 -1.6
F 5.0283 -0.4674 0.1949 -0.2 -0.1 0.4
F 4.7717 -1.6725 1.9997 0.7 -0.1 0.2
S 2.9185 -2.1588 0.2069 1.6 -1.0 0.3
O 2.1415 -1.0857 0.7698 -0.3 0.3 0.3
O 2.9000 -2.3980 -1.1993 -0.1 0.7 -1.0
N 2.6760 -3.4766 0.9888 -0.7 -0.2 0.8
S 2.9550 -5.0018 0.6698 -0.2 1.0 -1.4
O 2.1523 -5.7714 1.5635 -0.2 -0.3 0.8
O 4.3262 -5.2957 0.4464 0.7 -0.2 0.3
C 2.1801 -5.5118 -0.9648 -0.2 0.3 -0.2
F 2.1327 -6.8297 -0.9153 0.2 -0.8 -0.1
F 2.8543 -5.1868 -2.0881 -0.6 0.2 1.0
F 0.8940 -5.0973 -1.0321 0.6 0.3 -0.3
```
Forces are in eV/Å.

The energy relative to the best compared isomer or geometry (same formula, charge and spin) is 1.466 eV. The calculation puts the highest occupied orbital energy (alpha / beta) at -5.6 / -8.3 eV. As for the HOMO-LUMO gap (alpha / beta): 0.21273 / 0.29146 Ha. The spin multiplicity is 6. The value obtained for the LUMO energy (alpha / beta) is 0.0063 / -0.0117 Ha. As for the expectation value of S²: 8.759.



No. 3
Density functional theory data (ωB97M-V/def2-TZVPD) for C18H31N5O3S in the gas phase.

Geometry as XYZ:
```
58
Properties=species:S:1:pos:R:3:forces:R:3
C 2.2559 -2.7193 1.3120 0.0 0.0 0.0
C 1.0753 -3.3469 2.0346 0.0 0.0 0.0
N -0.2376 -2.8846 1.5794 0.0 0.0 0.0
C -1.2760 -3.5745 2.3372 0.0 0.0 0.0
C -2.6691 -3.1566 1.8961 0.0 0.0 0.0
C -2.8435 -1.6458 2.0214 0.0 0.0 0.0
C -1.7353 -0.9701 1.2468 0.0 0.0 0.0
O -1.8698 0.4509 1.4371 0.0 0.0 0.0
N -1.3370 1.1478 0.3716 0.0 0.0 0.0
C -0.0778 1.6816 0.4473 0.0 0.0 0.0
O 0.7198 1.3886 1.3138 0.0 0.0 0.0
C 0.2488 2.5613 -0.7479 0.0 0.0 0.0
C 1.2597 1.7903 -1.6075 0.0 0.0 0.0
N 0.7579 0.4782 -1.9901 0.0 0.0 0.0
C -0.3158 0.3468 -2.7978 0.0 0.0 0.0
O -0.8734 1.2969 -3.3192 0.0 0.0 0.0
C -0.8624 -1.0671 -2.9911 0.0 0.0 -0.1
C 0.1325 -2.1781 -2.8969 0.0 0.0 0.0
C 0.3813 -3.0037 -1.8368 0.0 0.0 0.0
N 1.3813 -3.9085 -2.0518 0.0 0.0 0.0
N 1.9130 -3.8312 -3.2092 0.0 0.0 0.0
S 1.2113 -2.6198 -4.1259 0.0 0.0 0.0
C 0.7044 3.9857 -0.3414 0.0 0.0 0.0
C 2.0954 4.0037 0.2968 0.0 0.0 0.0
C -0.3148 4.5507 0.6521 0.0 0.0 0.0
C 0.7093 4.8738 -1.5896 0.0 0.0 0.0
C -0.3683 -1.4409 1.7182 0.0 0.0 0.0
H 3.1736 -3.2130 1.6325 0.0 0.0 0.0
H 2.1737 -2.8511 0.2332 0.0 0.0 0.0
H 2.3611 -1.6574 1.5360 0.0 0.0 0.0
H 1.0999 -4.4292 1.8897 0.0 0.0 0.0
H 1.1776 -3.1663 3.1190 0.0 0.0 0.0
H -1.1404 -4.6489 2.1989 0.0 0.0 0.0
H -1.1617 -3.3684 3.4177 0.0 0.0 0.0
H -2.8237 -3.4628 0.8571 0.0 0.0 0.0
H -3.4140 -3.6766 2.5003 0.0 0.0 0.0
H -3.8162 -1.3213 1.6487 0.0 0.0 0.0
H -2.7720 -1.3445 3.0710 0.0 0.0 0.0
H -1.8511 -1.1822 0.1778 0.0 0.0 0.0
H -2.0442 1.6175 -0.1739 0.0 0.0 0.0
H -0.6531 2.6780 -1.3545 0.0 0.0 0.0
H 1.4834 2.3572 -2.5105 0.0 0.0 0.0
H 2.1820 1.6346 -1.0514 0.0 0.0 0.0
H 1.1440 -0.3430 -1.5534 0.0 0.0 0.0
H -1.6305 -1.2109 -2.2272 0.0 0.0 0.0
H -1.3692 -1.0635 -3.9545 0.0 0.0 0.0
H -0.1185 -2.9995 -0.8745 0.0 0.0 0.0
H 2.8678 3.7043 -0.4146 0.0 0.0 0.0
H 2.3311 5.0197 0.6205 0.0 0.0 0.0
H 2.1452 3.3423 1.1602 0.0 0.0 0.0
H -1.3246 4.5320 0.2326 0.0 0.0 0.0
H -0.3176 3.9867 1.5868 0.0 0.0 0.0
H -0.0735 5.5884 0.8893 0.0 0.0 0.0
H -0.2717 4.8871 -2.0696 0.0 0.0 0.0
H 0.9658 5.8985 -1.3136 0.0 0.0 0.0
H 1.4416 4.5412 -2.3265 0.0 0.0 0.0
H -0.2316 -1.1094 2.7629 0.0 0.0 0.0
H 0.4021 -0.9485 1.1308 0.0 0.0 0.0
```
Forces are in eV/Å.

The energy relative to the best compared isomer or geometry (same formula, charge and spin) is 0.116 eV. The SMILES is CCN1CCC[C@@H](ONC(=O)[C@H](CNC(=O)Cc2cnns2)C(C)(C)C)C1. The calculation puts the highest occupied orbital energy at -9.0 eV. As for the HOMO-LUMO gap: 0.33989 Ha. The spin multiplicity is 1. The value obtained for the LUMO energy is 0.0101 Ha.



Summary of total energy in eV
-117597.742 -91781.623 -43596.582
(order as listed above)